Molecular formula: C18H27ClN2O4SSn
Method: DFT, ωB97M-V/def2-TZVPD

```
54
Properties=species:S:1:pos:R:3:lowdin_charge:R:1
Sn -0.2687 -1.0362 2.9692 0.879
Cl -1.4403 1.3057 2.8049 -0.174
C 1.2442 -1.4077 0.8505 -0.247
C 1.2295 -1.3407 -0.5391 -0.186
C 2.0705 -2.1936 -1.3118 -0.080
C 2.9617 -3.0917 -0.6982 -0.327
C 3.0253 -3.0547 0.6971 -0.074
C 2.2180 -2.1554 1.4466 -0.183
H 0.5491 -0.6586 -1.0690 0.023
H 1.9964 -2.1727 -2.4024 0.082
H 3.6776 -3.7281 1.2473 0.085
H 2.3593 -2.1465 2.5247 0.053
C 3.7825 -4.0923 -1.4898 -0.098
H 4.5260 -4.5821 -0.8552 0.056
H 4.3227 -3.6358 -2.3262 0.058
H 3.1629 -4.8917 -1.9164 0.060
C -1.7330 2.6173 -1.9984 -0.068
N -0.6835 2.1645 -1.1502 0.003
H -3.5865 1.5928 -2.5660 0.084
N -2.1961 0.5885 -1.2399 -0.009
H -1.6833 3.5252 -2.5380 0.078
C 0.4932 2.9227 -0.5243 -0.529
C 0.9432 3.8821 -1.5906 -0.075
C 0.1085 3.6497 0.7694 -0.061
H 0.1709 4.6171 -1.7753 0.064
H 1.8531 4.3929 -1.2538 0.081
H 1.1810 3.3104 -2.4812 0.085
H 2.5646 2.5446 -0.1088 0.081
H 1.8098 1.1901 -0.9169 0.071
H -0.0832 2.9403 1.5901 -0.013
C 1.6356 1.9655 -0.1663 -0.038
H -0.7524 4.2996 0.6358 0.072
H 0.9509 4.2845 1.0960 0.087
H 1.4736 1.4829 0.8161 0.084
C -2.6705 1.6543 -2.0248 -0.081
C -3.8553 -0.2892 0.4539 -0.049
H -4.5370 0.5300 0.2278 0.074
H -4.4742 -1.1628 0.7106 0.084
C -2.9716 -0.6338 -0.7498 -0.529
H -2.5791 -2.6738 -0.1429 0.089
C -3.8131 -1.0399 -1.9367 -0.068
H -3.1635 -1.2162 -2.7889 0.087
H -3.2562 -0.0332 1.3396 0.016
H -1.5518 -1.4958 0.6534 -0.019
H -4.5345 -0.2585 -2.1451 0.060
H -4.3572 -1.9643 -1.7152 0.081
C -2.0138 -1.7444 -0.3107 -0.061
H -1.2221 -1.9546 -1.0364 0.074
C -0.9545 0.8979 -0.9369 -0.090
O 1.5537 0.5528 6.0093 -0.368
S 1.7048 -0.2909 4.8350 0.349
O 0.5122 -1.4109 4.8723 -0.628
O 1.3084 0.3860 3.4610 -0.573
O 2.9919 -0.9408 4.6945 -0.371
```

Maximum force   5.66 eV/Å
Net charge   -2
Gap between HOMO and LUMO   4.85 eV
M   521.7 u

=====

Molecular formula: C5H9NO2S
Method: DFT, ωB97M-V/def2-TZVPD

```
18
Properties=species:S:1:pos:R:3:lowdin_charge:R:1
C 0.5216 -1.2113 -0.4522 -0.228
C 0.5961 0.6340 1.3430 0.063
C -0.8452 -1.6698 -0.1069 -0.234
C 0.8070 0.2155 -0.0646 -0.355
C -0.5239 1.0569 -0.1518 -0.351
N -0.7142 2.4009 -0.3952 0.060
O -2.4904 -0.1592 1.3576 -0.375
O -2.8552 0.0134 -1.0132 -0.311
S -1.8807 -0.2104 -0.0123 0.715
H 1.3695 -1.8956 -0.0538 0.152
H 0.7369 -1.2911 -1.5259 0.119
H -0.0817 -0.0906 1.9583 0.119
H 1.2157 1.4845 1.6509 0.095
H -1.3520 -2.3721 -0.7453 0.108
H -0.9560 -2.0522 0.8888 0.094
H 1.6807 0.6291 -0.6522 0.160
H -1.1807 2.9008 -1.1869 0.127
H -1.0110 2.8347 0.3995 0.042
```

Maximum force   5.22 eV/Å
Net charge   0
Gap between HOMO and LUMO   9.74 eV
ΔE to the lowest compared entry with this formula, charge and spin   380.6 kJ/mol
M   147.2 u

=====

Molecular formula: C7H12N4O2
Method: DFT, ωB97M-V/def2-TZVPD

```
25
Properties=species:S:1:pos:R:3:lowdin_charge:R:1
C 0.0062 -2.1857 0.1924 0.063
C 0.5279 -1.3826 -0.6643 -0.198
C 2.7196 1.4250 0.8246 -0.348
C -1.5755 1.7415 -0.6279 -0.037
C -1.0866 -1.6255 1.0534 -0.107
C -1.6000 -0.1979 0.8670 -0.078
C 0.0903 0.0020 -0.8552 -0.348
N -1.0785 0.5777 -0.3000 0.037
N 3.8675 1.7866 0.8438 0.230
N -2.4826 2.3743 0.0745 0.267
N 1.5415 -1.7188 -1.6136 0.278
O 1.6179 1.0710 0.6106 0.110
O 0.5974 0.6141 -1.7735 0.119
H 0.3379 -3.2580 0.4223 0.190
H -1.9491 -2.2535 1.1444 0.130
H -0.6373 -1.6557 2.0805 0.159
H -2.7101 -0.2896 0.6464 0.159
H -1.5316 0.4058 1.8165 0.156
H 4.5524 2.1987 1.5240 0.150
H -2.7246 3.2510 -0.1633 0.100
H -2.8236 2.0561 1.0137 0.174
H 1.9895 -0.7888 -1.9262 0.213
H 1.0801 -2.1079 -2.3997 0.176
H 2.3178 -2.3293 -1.3444 0.204
H -1.0466 2.2896 -1.4461 0.203
```

Maximum force   4.91 eV/Å
Net charge   +2
Gap between HOMO and LUMO   9.29 eV
ΔE to the lowest compared entry with this formula, charge and spin   111.8 kJ/mol
M   184.2 u

=====

Molecular formula: C9H18BN2O3
Method: DFT, ωB97M-V/def2-TZVPD

```
33
Properties=species:S:1:pos:R:3:lowdin_charge:R:1
C -1.2332 3.2378 0.4768 -0.048
C -1.1444 2.0679 1.4073 -0.111
C -0.4834 0.9356 1.3149 -0.028
B -0.3719 -0.0069 2.5485 -0.712
O -0.8490 0.1590 3.7716 0.256
O 0.1742 -1.1722 2.1009 0.139
C 0.3751 0.5773 -0.1056 -0.142
N 1.5925 1.1147 -0.1277 0.112
C 2.7826 0.7300 -0.8968 0.002
N -0.3431 -0.1138 -0.9407 -0.003
C 0.1513 -0.6092 -2.2308 -0.094
C 0.7757 -1.9583 -2.0313 -0.134
O -0.3363 -2.8470 -1.6578 -0.178
C -1.0638 -2.4016 -0.4522 -0.125
C -1.4152 -0.9429 -0.4882 -0.145
H -0.8271 2.8841 -0.4734 0.065
H -2.2547 3.6300 0.5134 0.086
H -0.4248 4.0247 0.8772 0.145
H -1.6209 2.1403 2.4076 0.135
H -0.8843 -0.5504 4.3755 0.105
H 0.3554 -1.8724 2.8126 0.170
H 1.6747 1.5218 0.7316 0.114
H 3.0028 -0.3733 -0.8091 0.113
H 3.6173 1.2992 -0.8349 0.063
H 2.5028 0.7059 -1.9366 0.069
H 0.8696 0.1051 -2.6278 0.110
H -0.7699 -0.5457 -2.8899 0.172
H 1.1135 -2.5318 -2.9726 0.167
H 1.4698 -2.0829 -1.1176 0.149
H -0.2973 -2.4449 0.2817 0.093
H -1.9645 -3.0658 -0.4874 0.164
H -2.3533 -0.8702 -1.0692 0.151
H -1.8204 -0.7441 0.5301 0.139
```

Maximum force   5.14 eV/Å
SMILES   C/C=C(B(O)O)\C(=[NH+]\C)N1CCOCC1
Net charge   +1
Gap between HOMO and LUMO   10.31 eV
ΔE to the lowest compared entry with this formula, charge and spin   0.0 kJ/mol
M   213.1 u

=====

no.,energy (eV),HOMO level (eV)
1,-59463.412,-0.28
2,-21747.716,-8.93
3,-17491.951,-17.25
4,-19417.770,-12.93